Here is a molecular structure, C5H7Cl from the Open Molecules 2025 dataset. Energies are from ωB97M-V/def2-TZVPD.

Results
orbital gap	10.280	eV
charge	0
relative energy (zero: lowest compared OMol25 entry of this formula, charge and spin)	370.13	kJ/mol

Each line ends with the natural charge from an NBO analysis.
Positions of all 13 atoms, in Å:
C  0.025843  0.557996  -0.255334  -0.232
C  1.146192  -0.047881  0.349661  -0.251
C  2.297501  -0.610377  -0.199413  -0.328
C  -1.340226  0.196548  0.406512  -0.181
C  -2.345356  -0.332488  -0.206249  -0.402
H  -0.171034  0.533166  -1.405029  0.245
H  1.181150  0.170565  1.469730  0.221
H  3.030868  -0.809024  0.513527  0.189
H  2.710608  -0.978544  -1.337208  0.221
H  -0.945243  -0.080011  1.677779  0.193
H  -2.664650  -0.067594  -1.406158  0.219
H  -3.145135  -0.946284  0.402546  0.228
Cl  0.219477  2.413933  -0.010366  -0.122

Force components x, y, z for each atom (eV/Å):
-4.6447 2.4900 -3.1181
4.6933 -1.5637 0.4187
-2.0110 0.2564 -2.1614
5.6370 -1.2845 4.0794
-4.6874 -0.8135 -2.3390
0.9943 -0.4336 2.0376
0.0934 -0.5605 -1.5219
1.1971 -0.5027 1.0545
-2.0664 1.4973 3.1884
-2.1419 0.8494 -3.7733
1.3320 -1.0408 3.5556
1.5235 1.5275 -1.4343
0.0807 -0.4213 0.0139


Here is a single C5H7Cl molecule from the Open Molecules 2025 dataset. Energies are from ωB97M-V/def2-TZVPD.

Results
structure (SMILES)	C#C[C@@H](C)CCl
orbital gap	10.011	eV
charge	0
relative energy (zero: lowest compared OMol25 entry of this formula, charge and spin)	361.84	kJ/mol

Each line ends with the natural charge from an NBO analysis.
Positions of all 13 atoms, in Å:
C  -2.431347  -0.397364  -0.454100  -0.573
C  -0.906764  -0.024238  -0.061475  -0.393
C  0.009506  -0.692328  0.933142  -0.258
C  -0.192534  -0.078730  -1.242899  0.021
C  0.861117  -0.122800  -2.043284  -0.239
H  -2.493972  -1.369376  -0.706598  0.211
H  -3.163601  -0.124520  0.366267  0.214
H  -2.672263  0.516494  -1.162478  0.235
H  -0.914347  1.013475  0.317577  0.253
H  0.628096  -1.518084  0.811859  0.229
H  -0.523772  -0.806085  1.887986  0.212
H  1.186447  -0.195725  -3.028779  0.225
Cl  1.406679  0.610387  1.101521  -0.139

Force components x, y, z for each atom (eV/Å):
0.5030 6.2408 2.3795
-2.2757 0.2514 0.9302
-0.2967 2.3395 2.5713
8.7317 0.0643 -7.9132
-7.8764 0.1881 5.3582
-0.6179 -2.9721 -1.6268
1.0287 -0.7873 -0.4048
0.3768 -2.6465 0.4972
-0.3353 -0.2668 -0.2901
0.3354 -1.7294 -1.2406
0.5042 0.3513 0.0336
0.8363 -0.0462 -1.0553
-0.9141 -0.9870 0.7608


Here is 2 unconnected molecules or ions with the total composition C5H7Cl2PS from the Open Molecules 2025 dataset. Energies are from ωB97M-V/def2-TZVPD.

Results
structure (SMILES)	ClP(Cl)C1=CCC=C1.S
orbital gap	9.312	eV
charge	0
relative energy (zero: lowest compared OMol25 entry of this formula, charge and spin)	25.93	kJ/mol

Each line ends with the natural charge from an NBO analysis.
Positions of all 16 atoms, in Å:
C  -0.170106  0.525166  1.042900  -0.090
C  0.479828  -0.685479  0.816257  -0.468
C  -1.386581  0.555413  0.289226  -0.522
C  -0.458755  -1.440927  -0.048755  -0.203
C  -1.440538  -0.646791  -0.459207  -0.198
P  2.112076  -1.117066  1.418585  0.885
S  1.006352  2.004539  -2.884995  -0.298
Cl  2.402481  0.599353  2.483782  -0.281
Cl  1.695349  -2.500092  2.925365  -0.301
H  0.201294  1.435200  1.449941  0.224
H  -2.289649  0.652009  0.919919  0.263
H  -1.223333  1.397594  -0.377250  0.255
H  1.484161  1.287200  -3.820569  0.127
H  0.047069  -2.257220  -0.571209  0.220
H  -2.416964  -0.846566  -0.852827  0.222
H  -0.042685  1.037666  -2.331163  0.167

Force components x, y, z for each atom (eV/Å):
2.2166 -1.7274 0.2023
-2.3295 2.1744 0.7906
-0.9755 1.9362 0.7225
3.5338 -0.7245 -1.2744
-1.8238 -1.5891 0.2685
0.2807 -0.3072 -0.2373
-2.8170 -0.2073 2.9163
0.4630 0.0677 0.3973
-0.1483 0.2745 -0.2349
0.3694 0.1491 0.6946
0.2298 0.5492 -0.3351
-0.7225 0.6587 -0.2208
0.4910 -1.5572 -1.4393
-1.2180 -0.6627 0.3161
0.1245 -0.7270 -1.1161
2.3258 1.6928 -1.4505


Here is a molecular structure, C5H7ClCrO5 from the Open Molecules 2025 dataset. Energies are from ωB97M-V/def2-TZVPD.

Results
orbital gap (spin up / spin down)	9.043 / 9.526	eV
charge	0
relative energy (zero: lowest compared OMol25 entry of this formula, charge and spin)	0.00	kJ/mol
spin multiplicity	5

Each line ends with the natural charge from an NBO analysis.
Positions of all 19 atoms, in Å:
Cr  -0.380986  -0.804100  0.097602  1.297
O  0.615535  1.541358  3.043190  -0.732
C  0.433722  0.508938  2.096053  0.452
O  -0.640458  0.715959  1.288072  -0.848
C  1.772678  0.459644  1.268599  -0.109
O  1.476359  0.126266  -0.115551  -0.574
C  2.394276  -0.727616  -0.838224  -0.190
C  1.698644  -1.971540  -1.395481  0.758
O  2.373957  -2.747654  -2.023269  -0.608
O  0.434801  -2.103696  -1.077398  -0.816
H  -0.159519  2.108093  2.928391  0.497
H  2.474115  -0.274023  1.666951  0.179
H  2.223036  1.446073  1.306061  0.214
H  3.216070  -1.035049  -0.193693  0.206
H  2.797886  -0.160058  -1.670753  0.217
Cl  -0.800208  -2.022186  2.096174  -0.024
C  0.216715  -0.782302  2.970488  -0.379
H  1.136418  -1.291480  3.241736  0.219
H  -0.339015  -0.514926  3.860777  0.241

Force components x, y, z for each atom (eV/Å):
0.0069 0.4953 -0.7725
-0.0959 0.1229 -0.0049
-0.0319 -0.1930 -0.0685
0.2378 0.0359 0.2228
-0.0816 -0.0677 -0.2007
-0.0934 -0.2306 0.3525
-0.0427 0.2991 0.0847
-0.4416 -0.2177 0.5661
0.0064 -0.0702 -0.2510
0.3240 -0.1125 -0.3880
0.0323 -0.0027 0.0376
0.0357 -0.0332 0.0154
0.0163 0.1049 -0.0574
-0.0026 -0.0347 0.0317
0.0919 0.1048 -0.0538
0.0742 -0.3399 0.5387
0.0549 0.1659 -0.0468
0.0183 -0.0237 0.0180
-0.1089 -0.0029 -0.0239


Here is a single C5H7ClN2O2 molecule from the Open Molecules 2025 dataset. Energies are from ωB97M-V/def2-TZVPD.

Results
structure (SMILES)	[O-]/[N+](=C\Cl)OC1=NCCC1
orbital gap	9.883	eV
charge	0
relative energy (zero: lowest compared OMol25 entry of this formula, charge and spin)	373.50	kJ/mol

Each line ends with the natural charge from an NBO analysis.
Positions of all 17 atoms, in Å:
C  -0.175253  0.000930  -0.427241  0.503
C  0.893439  0.964063  -0.803241  -0.494
C  0.256006  2.263055  -0.552631  -0.408
C  -0.658514  1.889000  0.675096  -0.248
C  -0.208612  -3.462461  0.220472  -0.128
N  -0.971428  0.473857  0.455003  -0.402
N  -0.192756  -2.232124  0.468548  0.364
O  -0.078655  -1.301678  -0.759733  -0.426
O  -0.208336  -1.653723  1.473287  -0.339
Cl  -0.613793  -4.569804  1.421279  0.063
H  1.702503  0.726346  -0.115469  0.220
H  1.217105  0.854250  -1.822668  0.228
H  0.931825  3.060479  -0.290222  0.218
H  -0.515375  2.524506  -1.357994  0.200
H  0.193884  1.795826  1.421204  0.199
H  -1.532090  2.540485  0.733189  0.220
H  -0.039949  -3.873007  -0.738880  0.230

Force components x, y, z for each atom (eV/Å):
-0.7352 0.5958 1.8849
0.7083 -1.0019 -1.3214
-2.9776 0.9130 0.0654
2.9127 -1.0642 -0.9733
-0.2558 -1.9902 -1.2764
-1.0933 -0.3108 -1.1217
0.4144 1.7218 -1.5535
0.0640 -0.9469 -0.7667
-0.2090 1.1003 3.7973
0.1052 -0.2581 0.6789
0.4962 0.2300 0.0401
0.4714 -0.2344 -0.3821
0.0733 0.4296 -0.3107
1.5745 -0.0842 0.5555
-1.8526 0.9223 0.5848
0.3556 -0.2392 0.9454
-0.0522 0.2171 -0.8464


Here is a single C5H7ClN2OS molecule from the Open Molecules 2025 dataset. Energies are from ωB97M-V/def2-TZVPD.

Results
structure (SMILES)	CS[C@@]1(Cl)N=CCC(=O)N1
orbital gap	9.907	eV
charge	0
relative energy (zero: lowest compared OMol25 entry of this formula, charge and spin)	126.02	kJ/mol

Each line ends with the natural charge from an NBO analysis.
Positions of all 17 atoms, in Å:
C  -1.097105  1.763209  -0.186305  0.107
C  -2.187059  -0.444341  -0.424908  0.715
C  -2.345078  1.014078  0.132542  -0.581
C  0.385762  -0.209167  0.020555  0.075
C  3.311362  -0.940571  0.099405  -0.705
N  0.097916  1.397594  -0.264358  -0.385
N  -0.866283  -0.917868  -0.262513  -0.675
O  -3.029843  -1.154603  -0.904110  -0.562
S  1.797900  -0.840014  -0.980631  0.206
Cl  0.747245  -0.266758  1.715943  -0.001
H  -1.128233  2.857596  -0.233629  0.199
H  -2.472193  0.879411  1.216716  0.262
H  -3.198959  1.460206  -0.200523  0.246
H  2.899699  -1.124894  1.168372  0.244
H  3.727226  -0.020864  0.089652  0.208
H  4.009698  -1.723495  -0.281991  0.242
H  -0.652053  -1.729513  -0.704209  0.405

Force components x, y, z for each atom (eV/Å):
0.1062 1.4346 0.6825
1.3166 0.7670 0.6330
2.2079 -3.2656 0.5301
-2.0985 3.0667 -0.9202
-2.7881 -2.8248 1.5278
1.8013 -3.3458 0.3471
0.4270 2.6632 0.7617
-0.1339 0.3614 0.1042
-0.2073 -0.2729 -0.2301
0.0196 0.1061 1.2907
-0.6667 -0.1100 -0.2921
0.2978 0.1792 -0.0742
-2.2247 1.1704 -1.1987
1.1587 -0.1232 -1.8849
1.6002 2.8646 -0.0711
-0.9149 0.5223 0.3157
0.0987 -3.1934 -1.5213


Here is 2 unconnected molecules or ions with the total composition C5H7ClO from the Open Molecules 2025 dataset. Energies are from ωB97M-V/def2-TZVPD.

Results
orbital gap	8.777	eV
charge	0
relative energy (zero: lowest compared OMol25 entry of this formula, charge and spin)	389.63	kJ/mol

Each line ends with the natural charge from an NBO analysis.
Positions of all 14 atoms, in Å:
C  -1.603926  -0.025519  0.693432  -0.159
C  -0.631263  -0.363272  0.078576  -0.227
C  -2.874850  0.250898  1.346395  -0.683
C  1.701253  0.537411  -1.570855  -0.698
C  1.643639  -0.317926  -0.349534  0.467
O  2.000292  -1.594273  -0.534986  -0.660
Cl  2.200273  0.412669  1.130349  0.033
H  -3.369384  1.094541  0.863344  0.226
H  -3.528518  -0.619906  1.304077  0.229
H  -2.680528  0.501719  2.389409  0.225
H  1.375991  1.548719  -1.343641  0.251
H  2.728908  0.559835  -1.947977  0.233
H  1.063153  0.119816  -2.344108  0.257
H  1.974960  -2.104712  0.285521  0.507

Force components x, y, z for each atom (eV/Å):
-1.0972 0.0000 0.2904
4.2870 -0.0361 -1.0466
0.1195 0.1553 0.0865
0.0102 -0.0384 -0.0763
-2.7098 -0.7971 0.4380
-0.0882 0.8035 -0.1235
-0.0057 -0.1388 -0.1489
-0.0994 -0.0247 0.1017
-0.0488 0.0395 0.0404
-0.2389 0.0374 0.0675
-0.0173 -0.0906 0.0622
0.0164 -0.0140 0.1586
-0.0394 -0.0898 0.0696
-0.0884 0.1939 0.0805


Here is a single C5H7ClO4S molecule from the Open Molecules 2025 dataset. Energies are from ωB97M-V/def2-TZVPD.

Results
orbital gap	9.832	eV
charge	0
relative energy (zero: lowest compared OMol25 entry of this formula, charge and spin)	13.00	kJ/mol

Each line ends with the natural charge from an NBO analysis.
Positions of all 18 atoms, in Å:
C  -1.128853  -2.032554  0.339054  -0.104
C  -1.354571  -0.933864  1.331062  -0.108
C  -0.327072  1.246874  -1.438203  -0.819
C  1.666500  0.236819  -0.195232  -0.519
C  0.286652  -0.334718  -0.158100  0.691
O  0.817480  2.800725  0.495060  -0.911
O  2.137180  2.508617  -1.529291  -0.933
O  -0.155874  -1.534538  -0.545224  -0.492
O  -0.276803  -0.040635  1.020093  -0.492
S  1.129964  2.040298  -0.658465  2.151
Cl  2.333433  0.121349  1.461546  -0.008
H  -0.607281  -2.870563  0.935420  0.201
H  -1.993871  -2.282272  -0.273128  0.212
H  -2.352954  -0.530864  1.493948  0.203
H  -1.174956  -1.268449  2.335686  0.198
H  -0.066212  1.246221  -2.520486  0.233
H  -1.251300  1.781734  -1.139094  0.236
H  2.318540  -0.154180  -0.954644  0.262

Force components x, y, z for each atom (eV/Å):
0.5482 -1.6058 1.0315
0.3500 0.3045 0.9704
1.7724 0.0219 1.2030
-0.5075 1.0559 1.1141
-2.3395 1.9773 -0.7853
-0.5526 0.3438 0.9368
0.9611 0.6365 -1.5369
1.6251 -0.0457 -1.5126
-1.2287 0.8136 0.6671
-0.8845 -3.0229 0.1660
0.8402 -0.0497 -0.6586
-1.3034 0.6348 -1.3898
0.0297 -0.5072 0.3768
-0.0376 0.8006 -1.2601
0.5775 -0.3925 0.5085
-0.6015 -0.3328 0.6904
0.4978 -0.5150 -0.3148
0.2535 -0.1174 -0.2065